(1)
{"formula": "C19H21F3N2O7", "method": "the ωB97M-V functional and the def2-TZVPD basis", "elements": ["C", "C", "O", "C", "C", "C", "O", "C", "O", "C", "F", "F", "F", "H", "H", "H", "H", "H", "H", "H", "H", "H", "H", "H", "O", "N", "O", "C", "C", "C", "C", "C", "C", "H", "H", "H", "H", "H", "O", "N", "O", "C", "C", "C", "C", "C", "C", "H", "H", "H", "H", "H"], "coordinates": [[-2.4702, 1.6557, -0.3860], [-3.2876, 0.5860, -1.1095], [-4.1611, -0.1119, -0.2394], [-3.4938, -1.1467, 0.4646], [-4.0691, -1.3010, 1.8607], [-3.0834, -1.1085, 2.9825], [-2.1113, -2.1787, 3.0386], [-0.9895, -1.9605, 2.3493], [-0.2845, -0.9876, 2.4107], [-0.5954, -3.1304, 1.4055], [-0.3160, -2.6488, 0.1795], [0.5114, -3.7520, 1.8649], [-1.5812, -4.0352, 1.3061], [-1.4324, 1.5981, -0.6740], [-2.5258, 1.5099, 0.6870], [-2.8324, 2.6429, -0.6362], [-3.9313, 1.0717, -1.8314], [-2.6546, -0.0930, -1.6749], [-3.6338, -2.0808, -0.0767], [-2.4256, -0.9371, 0.4680], [-4.8617, -0.5769, 2.0109], [-4.5271, -2.2743, 1.9860], [-3.6196, -1.1680, 3.9203], [-2.5959, -0.1421, 2.9764], [-1.9843, 3.3554, -4.2687], [-1.3057, 3.7218, -3.3338], [-0.7755, 2.9789, -2.5353], [-1.1221, 5.1675, -3.1457], [-1.7446, 6.0416, -4.0168], [-1.5838, 7.4036, -3.8244], [-0.8062, 7.8713, -2.7735], [-0.1829, 6.9772, -1.9135], [-0.3399, 5.6134, -2.0969], [-2.3475, 5.6717, -4.8322], [-2.0674, 8.1008, -4.4939], [-0.6864, 8.9359, -2.6237], [0.4243, 7.3426, -1.0973], [0.1403, 4.9132, -1.4303], [8.1370, -4.9864, 0.0636], [7.4640, -5.4793, 0.9429], [7.7963, -6.4326, 1.6136], [6.1501, -4.8780, 1.2151], [5.7281, -3.8102, 0.4456], [4.4820, -3.2585, 0.6941], [3.6796, -3.7747, 1.7030], [4.1251, -4.8430, 2.4701], [5.3687, -5.4028, 2.2273], [6.3562, -3.4130, -0.3372], [4.1347, -2.4263, 0.0979], [2.7118, -3.3435, 1.8911], [3.5009, -5.2427, 3.2571], [5.7191, -6.2348, 2.8188]], "homo_energy_ev": -9.8, "lumo_ev": -0.616, "total_charge": 0}



(2)
{"formula": "C43H57BaGeN8O5S2Se", "method": "the ωB97M-V functional and the def2-TZVPD basis", "elements": ["Ba", "N", "C", "C", "N", "C", "C", "N", "C", "C", "N", "H", "H", "H", "H", "H", "H", "H", "H", "H", "H", "H", "H", "H", "H", "H", "H", "H", "H", "S", "C", "C", "C", "C", "C", "C", "N", "C", "C", "C", "C", "C", "C", "C", "H", "H", "H", "H", "H", "H", "H", "H", "C", "Ge", "C", "C", "C", "Se", "C", "H", "H", "H", "H", "H", "H", "H", "H", "H", "H", "H", "H", "H", "H", "C", "C", "C", "C", "C", "C", "C", "C", "C", "C", "O", "O", "H", "H", "H", "H", "H", "H", "H", "H", "H", "H", "H", "O", "S", "O", "O", "C", "N", "C", "C", "C", "N", "C", "C", "C", "N", "C", "C", "H", "H", "H", "H", "H", "H"], "coordinates": [[0.1714, 0.1307, 0.1134], [2.4433, 0.6682, -1.1904], [2.6907, 2.1096, -1.3860], [2.4436, 2.8976, -0.1012], [1.1090, 2.7595, 0.5131], [1.1844, 3.0273, 1.9833], [1.1563, 1.7834, 2.8638], [-0.0575, 0.9701, 2.6058], [0.0724, 3.6346, -0.1000], [-0.6115, 3.1301, -1.3723], [-1.3390, 1.8697, -1.0911], [3.1125, 0.2768, -0.5285], [2.5729, 0.1393, -2.0464], [2.0439, 2.4593, -2.1869], [3.7164, 2.3260, -1.6932], [2.6680, 3.9509, -0.3161], [3.1823, 2.5563, 0.6299], [0.3306, 3.6394, 2.2723], [2.0808, 3.6033, 2.2264], [1.2130, 2.1317, 3.8976], [2.0395, 1.1723, 2.6929], [-0.8746, 1.5929, 2.4799], [-0.2754, 0.4027, 3.4181], [0.4690, 4.6450, -0.2690], [-0.7355, 3.7113, 0.6271], [0.0868, 2.9667, -2.1927], [-1.2801, 3.9388, -1.6778], [-1.9686, 1.6414, -1.8526], [-1.9461, 2.0259, -0.2639], [1.8479, -4.7767, -0.3406], [3.4563, -4.2069, -0.0598], [4.5153, -4.8234, 0.6071], [5.7244, -4.1551, 0.6748], [5.8822, -2.9025, 0.0652], [4.8276, -2.3009, -0.5917], [3.5905, -2.9427, -0.6332], [2.4411, -2.4282, -1.2396], [1.4712, -3.2905, -1.1972], [0.1498, -3.1272, -1.8655], [-0.3127, -4.1887, -2.6538], [-1.4633, -4.0278, -3.4103], [-2.1308, -2.8062, -3.3664], [-1.6586, -1.7893, -2.5403], [-0.5126, -1.8957, -1.7249], [4.3953, -5.8003, 1.0598], [6.5599, -4.6078, 1.1936], [6.8397, -2.3983, 0.1194], [4.9479, -1.3326, -1.0687], [0.2488, -5.1177, -2.7154], [-1.8218, -4.8328, -4.0404], [-3.0253, -2.6606, -3.9655], [-2.2482, -0.8672, -2.5076], [-8.0157, 0.4160, -1.6992], [-6.0856, 0.1956, -1.5408], [-5.5058, -1.2058, -2.7539], [-5.1780, 1.8626, -1.9622], [-5.6622, -0.2587, 0.3025], [-3.7404, -0.2997, 0.6269], [-3.5363, -2.2153, 0.3056], [-8.2891, 0.6952, -2.7201], [-8.3636, 1.1993, -1.0214], [-8.5297, -0.5145, -1.4458], [-5.7873, -0.9548, -3.7803], [-5.9595, -2.1663, -2.4947], [-4.4210, -1.3116, -2.7058], [-5.7008, 2.4083, -2.7509], [-4.1595, 1.6508, -2.2979], [-5.1163, 2.4808, -1.0607], [-6.0861, -1.2061, 0.6343], [-6.0389, 0.5423, 0.9430], [-3.8122, -2.4740, -0.7147], [-4.1464, -2.7693, 1.0174], [-2.4882, -2.4723, 0.4439], [-3.6794, 4.6888, 7.3972], [-3.6233, 4.1736, 5.9798], [-3.0856, 4.9411, 4.9585], [-3.0356, 4.4828, 3.6436], [-2.4594, 5.4002, 2.5870], [-3.5424, 3.2172, 3.3423], [-4.1154, 2.4344, 4.3508], [-4.6656, 1.0544, 4.0623], [-4.1370, 2.9230, 5.6527], [-3.4412, 2.6748, 1.9300], [-4.4759, 2.5138, 1.2757], [-2.2604, 2.3696, 1.5402], [-3.0161, 5.5432, 7.5340], [-3.3865, 3.9154, 8.1094], [-4.6913, 5.0080, 7.6606], [-2.6966, 5.9308, 5.1850], [-2.8322, 6.4174, 2.7281], [-2.7183, 5.0799, 1.5791], [-1.3698, 5.4464, 2.6551], [-5.0465, 0.9809, 3.0435], [-5.4691, 0.8122, 4.7597], [-3.8874, 0.2933, 4.1741], [-4.5728, 2.3070, 6.4357], [6.6321, 2.6793, 6.4138], [7.2440, 1.6975, 7.2822], [8.4438, 1.0717, 6.7518], [7.2983, 2.0585, 8.6786], [6.1104, 0.2702, 7.2132], [6.1009, -0.5853, 8.2434], [5.3979, -1.6966, 8.0701], [4.6987, -1.9806, 6.9096], [4.7237, -1.0029, 5.9342], [5.4135, 0.1179, 6.0840], [4.0016, -1.1330, 4.6305], [4.3890, -0.3334, 3.5613], [3.6938, -0.4375, 2.3769], [2.6561, -1.2594, 2.1734], [2.3095, -2.0372, 3.1996], [2.9440, -2.0065, 4.4342], [5.3957, -2.4000, 8.8978], [4.1785, -2.9205, 6.7816], [5.2061, 0.3663, 3.6904], [3.9945, 0.1781, 1.5305], [1.4802, -2.7176, 3.0284], [2.5969, -2.6540, 5.2303]], "e_above_lowest_ev": 1.571, "homo_energy_ev": -5.7, "lumo_ev": 1.449, "total_charge": -1}



(3)
{"formula": "C8H13NO3", "method": "the ωB97M-V functional and the def2-TZVPD basis", "elements": ["C", "C", "C", "C", "C", "C", "C", "C", "N", "O", "O", "O", "H", "H", "H", "H", "H", "H", "H", "H", "H", "H", "H", "H", "H"], "coordinates": [[-0.6848, 0.6174, -2.6845], [-0.2150, 0.6515, -1.5722], [-0.8024, -1.4983, 1.4253], [2.2938, -0.3844, -0.4306], [-0.9900, 1.3725, 0.6379], [-0.7155, -1.5720, 0.0002], [1.4221, 0.7239, 0.2711], [0.0497, 0.6921, -0.2079], [-1.8714, -1.4809, -0.7788], [-2.0324, -1.2018, 1.9921], [0.1634, -1.6532, 2.1617], [1.9391, 2.0137, 0.2036], [-0.8415, 0.8823, -3.6685], [2.8482, -0.0036, -1.2569], [3.0295, -0.6069, 0.3156], [1.8012, -1.2930, -0.7700], [-1.0317, 0.9646, 1.5773], [-0.6105, 2.4162, 0.8552], [-1.9221, 1.3484, 0.1298], [0.1145, -1.8468, -0.5101], [1.4100, 0.4229, 1.3666], [-2.6871, -1.2710, -0.2842], [-1.6107, -0.8067, -1.5426], [-2.0164, -0.4224, 2.5876], [2.9602, 1.9355, 0.1823]], "e_above_lowest_ev": 5.330, "homo_energy_ev": [-7.8, -7.9], "lumo_ev": [-0.682, -0.567], "total_charge": 0}



(4)
{"formula": "C39H46GeN4O3Sc", "method": "the ωB97M-V functional and the def2-TZVPD basis", "elements": ["Sc", "C", "O", "C", "C", "C", "C", "C", "C", "N", "N", "C", "O", "C", "C", "C", "C", "C", "C", "C", "O", "H", "H", "H", "H", "H", "H", "H", "H", "H", "H", "H", "H", "C", "C", "C", "C", "C", "C", "C", "C", "N", "C", "C", "C", "C", "N", "C", "C", "C", "C", "C", "C", "C", "C", "H", "H", "H", "H", "H", "H", "H", "H", "H", "H", "H", "H", "H", "H", "H", "H", "H", "H", "H", "H", "H", "H", "H", "H", "C", "Ge", "C", "C", "C", "H", "H", "H", "H", "H", "H", "H", "H", "H", "H"], "coordinates": [[-0.2237, -0.3630, -0.1393], [-3.3117, -3.4500, -1.3480], [-2.8163, -4.2970, -0.3140], [-1.4655, -4.5132, -0.2832], [-1.0323, -5.8048, -0.0716], [0.3269, -6.1179, -0.0097], [1.2514, -5.1176, -0.1944], [0.8435, -3.7896, -0.3906], [1.8563, -2.8021, -0.6845], [1.6350, -1.5404, -0.7650], [2.7055, -0.7888, -1.2361], [2.2768, 0.4189, -1.4636], [1.0597, 0.8117, -1.2785], [3.2552, 1.4173, -1.9782], [4.6233, 1.1753, -1.9002], [5.5233, 2.1219, -2.3589], [5.0673, 3.3132, -2.9062], [3.7042, 3.5529, -2.9971], [2.8010, 2.6087, -2.5329], [-0.5295, -3.4456, -0.3993], [-0.9487, -2.2209, -0.5293], [-4.3378, -3.7724, -1.5274], [-2.7226, -3.5753, -2.2603], [-3.2922, -2.4052, -1.0451], [-1.7886, -6.5723, 0.0373], [0.6403, -7.1402, 0.1538], [2.3118, -5.3387, -0.1964], [2.8644, -3.1571, -0.9132], [4.9618, 0.2469, -1.4628], [6.5867, 1.9299, -2.2874], [5.7746, 4.0528, -3.2605], [3.3391, 4.4756, -3.4302], [1.7371, 2.7797, -2.5936], [-3.5531, -2.1357, 2.0855], [-3.8500, -0.9269, 1.2425], [-5.0841, -0.8027, 0.5850], [-5.3842, 0.3636, -0.1598], [-4.4545, 1.3326, -0.3365], [-3.0320, 1.1915, 0.1130], [-2.5534, 2.5464, 0.6441], [-2.9239, 0.0814, 1.1445], [-1.6356, -0.1038, 1.6742], [-1.1453, 0.6609, 2.6478], [-2.0210, 1.3647, 3.6481], [0.2653, 0.7088, 2.7594], [0.8986, 1.3065, 3.9864], [0.9632, 0.1712, 1.7526], [2.3707, 0.0903, 1.8696], [3.1616, 1.2085, 1.5750], [2.5279, 2.5216, 1.2172], [4.5434, 1.0834, 1.6302], [5.1375, -0.1233, 1.9625], [4.3441, -1.2178, 2.2609], [2.9566, -1.1282, 2.2266], [2.1170, -2.3193, 2.5939], [-4.2494, -2.9435, 1.8606], [-3.6282, -1.9031, 3.1510], [-2.5422, -2.5006, 1.9012], [-5.8204, -1.5907, 0.6792], [-6.3772, 0.4812, -0.5787], [-4.7032, 2.2329, -0.8874], [-2.6429, 3.2894, -0.1479], [-1.5033, 2.5217, 0.9445], [-3.1559, 2.8895, 1.4873], [-3.0697, 1.2149, 3.3930], [-1.8287, 2.4393, 3.6835], [-1.8528, 0.9699, 4.6543], [0.6078, 0.7540, 4.8848], [0.5680, 2.3380, 4.1316], [1.9850, 1.3031, 3.9251], [1.7229, 2.3919, 0.4935], [3.2706, 3.1962, 0.7891], [2.0974, 3.0059, 2.0995], [5.1562, 1.9428, 1.3839], [6.2168, -0.2103, 1.9799], [4.8005, -2.1675, 2.5157], [2.5792, -3.2438, 2.2458], [1.1129, -2.2579, 2.1718], [2.0083, -2.3943, 3.6794], [-0.7944, 3.4558, -2.2416], [-1.8385, 1.8168, -2.5995], [-3.5072, 2.4318, -3.4851], [-0.8906, 0.7790, -3.9751], [-2.0887, 0.7083, -1.0367], [-0.3972, 3.8628, -3.1736], [0.0323, 3.2325, -1.5716], [-1.4069, 4.2264, -1.7755], [-3.2859, 2.7859, -4.4935], [-3.9790, 3.2457, -2.9348], [-4.2239, 1.6140, -3.5528], [-0.6159, 1.4167, -4.8157], [-1.5354, -0.0163, -4.3513], [0.0147, 0.3314, -3.5692], [-2.5603, -0.2159, -1.4206]], "e_above_lowest_ev": 0.626, "homo_energy_ev": [-3.6, -3.6], "lumo_ev": [2.650, 2.671], "total_charge": -1}